Entry 1
{"formula": "C3H2N2O2", "method": "ωB97M-V/def2-TZVPD", "e_lumo_ev": -0.43, "homo_lumo_gap_ev": 11.27, "charge": 0, "spin_multiplicity": 1, "symbols": ["O", "O", "N", "N", "C", "C", "C", "H", "H"], "coordinates": [[-0.149, 0.055, 0.254], [-1.470, 1.924, 0.027], [-3.186, -0.962, -0.077], [1.296, 0.627, -0.221], [-1.221, 0.817, 0.057], [2.068, -0.415, -0.056], [-2.301, -0.197, -0.192], [3.120, -0.257, -0.438], [1.843, -1.593, 0.646]]}

---

Entry 2
{"formula": "C3H2N2O2", "method": "ωB97M-V/def2-TZVPD", "e_lumo_ev": -0.71, "homo_lumo_gap_ev": 9.35, "charge": 0, "smiles": "O=CC(=O)N1C=N1", "spin_multiplicity": 1, "symbols": ["O", "O", "N", "N", "C", "C", "C", "H", "H"], "coordinates": [[1.397, 0.796, -0.649], [1.209, -1.935, -1.462], [-0.419, 1.897, 1.058], [-0.375, 0.303, 0.800], [0.751, -1.523, -0.425], [0.638, -0.003, -0.170], [-1.315, 1.293, 0.460], [0.402, -2.186, 0.397], [-2.288, 1.360, -0.009]]}

---

Which is most stable, and by how much? entry 2, by 56.3 kJ/mol.

---

Entry 1
{"formula": "C3H2N2O2", "method": "ωB97M-V/def2-TZVPD", "e_lumo_ev": 0.58, "homo_lumo_gap_ev": 9.37, "charge": 0, "spin_multiplicity": 1, "symbols": ["O", "O", "N", "N", "C", "C", "C", "H", "H"], "coordinates": [[2.383, 1.901, -0.826], [1.420, -2.605, -0.215], [-1.576, 0.087, 0.543], [0.293, 1.087, -0.101], [1.426, 1.352, -0.405], [0.475, -2.275, -0.730], [-0.251, 0.099, 0.677], [-2.099, 0.807, -0.074], [-2.070, -0.452, 1.130]]}

---

Entry 2
{"formula": "C3H2N2O2", "method": "ωB97M-V/def2-TZVPD", "e_lumo_ev": -0.21, "homo_lumo_gap_ev": 11.29, "charge": 0, "smiles": "[H]/N=C(/C#N)OC=O", "spin_multiplicity": 1, "symbols": ["O", "O", "N", "N", "C", "C", "C", "H", "H"], "coordinates": [[0.512, -0.745, 0.188], [1.568, 1.136, -0.568], [-1.184, 2.295, 0.269], [-1.766, -1.045, -0.045], [1.600, 0.034, -0.115], [-0.780, -0.274, 0.067], [-0.987, 1.162, 0.164], [-1.462, -2.020, -0.078], [2.501, -0.544, 0.118]]}

---

Which is most stable, and by how much? entry 2, by 83.2 kJ/mol.

---

Entry 1
{"formula": "C3H2N2O2", "method": "ωB97M-V/def2-TZVPD", "e_lumo_ev": -1.45, "homo_lumo_gap_ev": 7.37, "charge": 0, "smiles": "N=C=C=O.N=C=O", "spin_multiplicity": 1, "symbols": ["O", "O", "N", "N", "C", "C", "C", "H", "H"], "coordinates": [[-2.576, -0.798, -0.527], [0.967, -1.456, -1.265], [0.082, 1.726, -0.404], [1.130, -0.940, 0.995], [-1.594, -0.121, -0.271], [1.023, -1.051, -0.169], [-0.627, 0.733, -0.596], [0.277, 2.075, 0.541], [1.317, -0.168, 1.697]]}

---

Entry 2
{"formula": "C3H2N2O2", "method": "ωB97M-V/def2-TZVPD", "e_lumo_ev": -0.83, "homo_lumo_gap_ev": 9.57, "charge": 0, "smiles": "O=c1cnnco1", "spin_multiplicity": 1, "symbols": ["O", "O", "N", "N", "C", "C", "C", "H", "H"], "coordinates": [[1.490, 0.430, -1.677], [0.919, 0.697, 0.409], [-1.333, -0.660, 0.050], [-0.604, -0.837, 1.245], [0.433, 0.430, -0.861], [0.312, 0.063, 1.341], [-0.931, -0.061, -0.941], [-1.366, -0.110, -1.865], [1.079, 0.048, 2.298]]}

---

Which is most stable, and by how much? entry 2, by 10.8 kJ/mol.

---

Entry 1
{"formula": "C3H2N2O2", "method": "ωB97M-V/def2-TZVPD", "e_lumo_ev": 0.10, "homo_lumo_gap_ev": 11.83, "charge": 0, "spin_multiplicity": 1, "symbols": ["O", "O", "N", "N", "C", "C", "C", "H", "H"], "coordinates": [[-0.066, -0.542, 0.748], [-1.897, -0.014, -0.486], [0.865, 1.559, 0.225], [1.376, -0.312, -1.016], [-1.379, -0.646, 0.384], [1.953, -0.869, -1.880], [0.707, 0.338, 0.002], [-1.859, -1.393, 1.028], [0.289, 1.857, 1.011]]}

---

Entry 2
{"formula": "C3H2N2O2", "method": "ωB97M-V/def2-TZVPD", "e_lumo_ev": [0.09, 0.09], "homo_lumo_gap_ev": [8.41, 8.41], "charge": 0, "spin_multiplicity": 1, "symbols": ["O", "O", "N", "N", "C", "C", "C", "H", "H"], "coordinates": [[-0.126, -3.425, 0.144], [-3.165, 0.863, 0.092], [-3.243, -0.654, -0.164], [-2.153, -0.013, 0.053], [-0.060, -2.279, -0.017], [-0.888, 0.067, -0.048], [0.111, -0.989, -0.143], [0.989, -0.500, -0.098], [-0.309, 0.956, 0.295]]}

---

Entry 3
{"formula": "C3H2N2O2", "method": "ωB97M-V/def2-TZVPD", "e_lumo_ev": -0.58, "homo_lumo_gap_ev": 10.74, "charge": 0, "spin_multiplicity": 1, "symbols": ["O", "O", "N", "N", "C", "C", "C", "H", "H"], "coordinates": [[0.597, 0.497, 0.318], [1.297, -1.379, -0.783], [-1.373, -0.568, -0.541], [-1.582, 1.065, 1.419], [-1.464, 1.756, 0.452], [1.519, -0.392, -0.143], [-0.748, 0.316, 0.078], [-0.754, -1.252, -0.973], [2.509, -0.043, 0.174]]}

---

Entry 4
{"formula": "C3H2N2O2", "method": "ωB97M-V/def2-TZVPD", "e_lumo_ev": -0.97, "homo_lumo_gap_ev": 9.12, "charge": 0, "smiles": "O=C1N=CNC1=O", "spin_multiplicity": 1, "symbols": ["O", "O", "N", "N", "C", "C", "C", "H", "H"], "coordinates": [[2.037, -1.404, 0.050], [1.670, 1.502, -0.093], [-0.314, -1.454, -0.056], [-0.604, 0.871, 0.116], [0.794, 0.684, 0.008], [-1.127, -0.433, -0.062], [0.985, -0.845, 0.027], [-1.217, 1.741, 0.155], [-2.224, -0.662, -0.145]]}

---

Which is most stable, and by how much? entry 4, by 128.1 kJ/mol.